DFT (wB97M-V/def2-TZVPD) results for a molecular structure, C29H39CsN3O5P at a distorted geometry.

The geometry in XYZ format:
```
78
Properties=species:S:1:pos:R:3:mulliken_charge:R:1
Cs 1.3949 -2.1776 0.2740 1.28
O -0.5139 -0.0633 1.2107 -0.60
C -0.8037 0.7100 2.0668 0.46
O -1.1436 1.9980 1.9316 -0.48
C -1.0610 0.5470 3.6134 -0.57
P -1.9890 2.0965 3.4676 0.00
C -1.7687 3.8953 3.7745 0.64
C -1.0232 4.3164 4.8393 -0.56
C -1.0009 5.6057 5.2614 -0.49
C -1.8793 6.4491 4.6597 -0.38
C -2.6470 6.1010 3.5340 -0.53
C -2.5226 4.8351 2.9923 -0.55
C -3.7617 1.6841 3.2399 0.41
C -4.8003 2.6619 3.4340 -0.39
C -6.1104 2.3963 3.1393 -0.71
C -6.4197 1.1540 2.5094 -0.40
C -5.4077 0.2453 2.1755 -0.72
C -4.1243 0.4670 2.6318 -0.28
H -0.0867 0.6812 4.2056 0.40
H -1.5319 -0.3326 3.9986 0.34
H -0.5019 3.5583 5.4198 0.23
H -0.3659 5.9804 6.0580 0.39
H -1.8769 7.5242 4.9963 0.23
H -3.3531 6.7966 3.1415 0.42
H -3.0103 4.5501 2.0702 0.49
H -4.5064 3.5340 3.8709 0.60
H -6.8889 3.1519 3.3572 0.32
H -7.4415 0.8172 2.3624 0.32
H -5.6424 -0.6627 1.6062 0.35
H -3.3684 -0.3847 2.4830 0.05
O 0.1103 -0.4218 -1.7891 -0.20
C -0.0098 -0.3203 -3.2096 -0.60
C -1.4905 -0.2606 -3.7215 -0.77
C -2.4340 -1.1176 -2.8211 -0.35
C -2.0734 -2.5847 -2.9495 0.33
C -1.4784 -3.1524 -4.0192 -0.34
C -1.0239 -4.4763 -3.9133 -0.41
C -1.2467 -5.1618 -2.7031 -0.40
C -1.7412 -4.4335 -1.6306 -0.39
N -2.2573 -3.2145 -1.7876 -0.43
H -0.3675 0.2876 -1.3572 0.09
H 0.5528 -1.0966 -3.6287 0.38
H 0.4296 0.6379 -3.5598 0.29
H -1.5216 -0.5920 -4.7644 0.34
H -1.7740 0.8463 -3.5655 0.33
H -3.4824 -0.9860 -3.0654 0.33
H -2.2667 -0.8533 -1.7746 0.17
H -1.3812 -2.5875 -4.9283 0.38
H -0.4700 -4.9849 -4.7245 0.41
H -0.9352 -6.2439 -2.6623 0.31
H -1.7496 -4.7363 -0.5744 0.46
C 4.4814 -5.3837 -2.1673 -0.90
N 4.1510 -4.4529 -3.2364 0.17
C 4.5663 -4.8240 -4.5853 -1.04
C 3.2391 -3.4536 -3.1543 -0.20
O 2.8159 -2.9190 -2.0992 -0.53
H 4.3648 -4.9214 -1.2019 0.28
H 5.5555 -5.7279 -2.3711 0.32
H 3.7566 -6.2028 -2.1721 0.32
H 3.7179 -5.1892 -5.2762 0.31
H 5.2601 -5.6629 -4.6501 0.35
H 5.1084 -4.0472 -5.0164 0.42
H 3.0389 -3.0257 -4.1417 0.40
C 4.2697 3.0549 0.2530 -1.04
N 3.9412 1.6789 0.7205 0.13
C 3.8351 1.4971 2.1955 -0.99
C 3.8896 0.5352 0.0007 0.83
C 4.1148 0.6266 -1.5011 -0.83
O 3.6522 -0.5636 0.5209 -0.77
H 5.1898 3.3550 0.7899 0.33
H 3.4898 3.7831 0.5284 0.28
H 4.4394 2.9919 -0.7882 0.43
H 3.6779 2.3994 2.7703 0.38
H 4.7576 1.1539 2.6713 0.33
H 2.9977 0.7567 2.3950 0.25
H 5.1717 0.7394 -1.7741 0.38
H 3.4879 1.4565 -1.9687 0.32
H 3.7971 -0.3383 -1.9168 -0.13
```

- Calculated total energy: -55245.4948 eV
- LUMO (alpha / beta): -0.524 / -0.524 eV
- Kohn-Sham gap (alpha / beta): 2.21 / 2.21 eV